--- a ---
{"formula": "H3OP", "method": "ωB97M-V/def2-TZVPD", "species": ["O", "P", "H", "H", "H"], "xyz": [[-0.970, 0.197, -1.317], [0.121, 0.005, -0.360], [0.958, 1.145, -0.298], [-1.083, -0.295, 2.729], [0.974, -1.053, -0.754]], "lowdin_charge": [-0.526, 0.643, -0.072, 0.026, -0.072]}


--- b ---
{"formula": "H3OP", "method": "ωB97M-V/def2-TZVPD", "species": ["O", "P", "H", "H", "H"], "xyz": [[-0.728, -0.600, -0.081], [0.592, -0.055, 0.156], [-1.696, 0.467, -1.821], [0.465, 1.085, 0.939], [1.366, -0.896, 0.807]], "lowdin_charge": [-0.585, 0.681, 0.083, -0.069, -0.110]}


Verdict on stability: a comes out on top.


--- a ---
{"formula": "C4H12N4", "method": "ωB97M-V/def2-TZVPD", "smiles": "C/[NH+]=N/C/C(C)=[NH+]\\N", "total_charge": 2, "species": ["C", "N", "N", "C", "C", "C", "N", "N", "H", "H", "H", "H", "H", "H", "H", "H", "H", "H", "H", "H"], "xyz": [[2.525, 1.532, 1.758], [1.650, 1.453, 0.578], [0.640, 0.738, 0.653], [-0.334, 0.529, -0.352], [-0.842, -0.862, -0.268], [-1.023, -1.615, 0.887], [-1.890, -1.178, -1.697], [-1.629, -0.704, -2.865], [1.998, 0.973, 2.527], [3.458, 0.984, 1.503], [2.779, 2.598, 1.983], [2.052, 1.849, -0.264], [-0.090, 0.763, -1.375], [-1.377, 1.007, -0.244], [-1.258, -0.991, 1.785], [-0.090, -2.005, 1.240], [-1.799, -2.348, 0.798], [-2.014, -2.197, -1.740], [-0.971, -1.182, -3.405], [-1.520, 0.263, -3.061]], "lowdin_charge": [0.056, 0.075, 0.152, -0.117, 0.005, -0.016, 0.048, 0.059, 0.111, 0.133, 0.141, 0.202, 0.124, 0.227, 0.151, 0.137, 0.117, 0.157, 0.120, 0.119]}


--- b ---
{"formula": "C4H12N4", "method": "ωB97M-V/def2-TZVPD", "smiles": "NC(=[NH2+])[C@@H](N)CC=[NH2+]", "total_charge": 2, "species": ["N", "C", "N", "C", "N", "C", "C", "N", "H", "H", "H", "H", "H", "H", "H", "H", "H", "H", "H", "H"], "xyz": [[-0.358, 2.501, 1.327], [-0.562, 1.801, 0.202], [-1.193, 2.221, -0.839], [0.214, 0.486, 0.159], [0.985, 0.040, 1.292], [-0.442, -0.800, -0.541], [0.638, -1.918, -0.495], [0.537, -3.138, -0.918], [0.493, 2.222, 1.817], [-0.609, 3.521, 1.360], [-1.477, 1.534, -1.451], [-1.899, 2.950, -0.767], [0.991, 0.765, -0.531], [0.377, -0.339, 1.983], [1.587, 0.736, 1.671], [-0.857, -0.563, -1.532], [-1.197, -1.085, 0.124], [1.487, -1.471, 0.128], [-0.222, -3.747, -1.249], [1.524, -3.568, -0.803]], "lowdin_charge": [0.232, -0.285, 0.275, -0.287, 0.063, -0.026, 0.005, 0.246, 0.124, 0.186, 0.103, 0.177, 0.161, 0.115, 0.103, 0.138, 0.115, 0.161, 0.184, 0.209]}


Verdict on stability: b comes out on top.


--- a ---
{"formula": "C4H6ClN2O", "method": "ωB97M-V/def2-TZVPD", "smiles": "COC1=[NH+]C=N[C@H]1Cl", "total_charge": 1, "species": ["C", "O", "C", "N", "C", "N", "C", "Cl", "H", "H", "H", "H", "H", "H"], "xyz": [[-1.921, -1.357, 0.001], [-0.529, -1.355, -0.247], [0.250, -0.145, -0.139], [-0.175, 1.052, 0.243], [0.995, 1.887, 0.343], [2.009, 1.318, -0.173], [1.715, -0.063, -0.441], [2.750, -1.339, 0.291], [-2.208, -0.368, -0.157], [-1.954, -1.525, 1.076], [-2.390, -2.193, -0.545], [-1.212, 1.324, 0.553], [0.906, 2.952, 0.674], [1.763, -0.189, -1.479]], "lowdin_charge": [-0.009, -0.025, -0.148, 0.178, -0.068, 0.105, -0.606, 0.727, 0.060, 0.115, 0.134, 0.248, 0.168, 0.121]}


--- b ---
{"formula": "C4H6ClN2O", "method": "ωB97M-V/def2-TZVPD", "smiles": "O[C@]1(Cl)CC=NC=[NH+]1", "total_charge": 1, "species": ["O", "C", "Cl", "C", "C", "N", "C", "N", "H", "H", "H", "H", "H", "H"], "xyz": [[-0.572, -0.050, -1.788], [0.026, 0.543, -0.711], [0.506, 2.300, -1.184], [1.176, -0.414, -0.190], [0.520, -1.463, 0.660], [-0.304, -1.104, 1.614], [-0.986, 0.068, 1.467], [-0.949, 0.766, 0.351], [-1.083, 0.346, -2.503], [1.982, 0.179, 0.375], [1.895, -0.716, -1.023], [0.886, -2.455, 0.431], [-1.583, 0.398, 2.218], [-1.515, 1.602, 0.283]], "lowdin_charge": [0.017, -0.774, 0.673, -0.071, 0.007, 0.152, -0.011, 0.110, 0.137, 0.168, 0.162, 0.144, 0.128, 0.156]}


Verdict on stability: b comes out on top.


--- a ---
{"formula": "C5H15NSi", "method": "ωB97M-V/def2-TZVPD", "smiles": "CC(C)N[SiH](C)C", "species": ["C", "C", "C", "N", "Si", "C", "C", "H", "H", "H", "H", "H", "H", "H", "H", "H", "H", "H", "H", "H", "H", "H"], "xyz": [[-2.315, 1.299, -0.619], [-1.462, 0.052, -0.310], [-2.096, -0.894, 0.757], [-0.173, 0.444, 0.230], [1.333, -0.431, 0.261], [2.758, 0.551, 1.200], [1.576, -0.813, -1.516], [-2.728, 1.211, -1.566], [-3.074, 1.724, 0.001], [-1.591, 2.099, -0.734], [-1.219, -0.522, -1.194], [-2.316, -0.517, 1.713], [-1.343, -1.655, 0.846], [-2.997, -1.359, 0.304], [-0.293, 1.022, 1.178], [1.247, -1.685, 1.122], [3.342, 1.341, 0.656], [2.221, 0.957, 1.919], [3.523, -0.137, 1.590], [1.917, -1.805, -1.901], [1.059, -0.436, -2.333], [2.633, -0.444, -1.602]], "lowdin_charge": [-0.057, -0.472, -0.068, -0.177, 0.500, -0.186, -0.217, 0.041, 0.067, 0.068, 0.117, 0.055, 0.042, 0.085, 0.142, -0.015, 0.045, -0.068, 0.026, 0.042, -0.002, 0.033]}


--- b ---
{"formula": "C5H15NSi", "method": "ωB97M-V/def2-TZVPD", "species": ["C", "C", "C", "C", "C", "N", "Si", "H", "H", "H", "H", "H", "H", "H", "H", "H", "H", "H", "H", "H", "H", "H"], "xyz": [[-0.530, -1.953, 1.195], [1.173, 0.819, -3.479], [-0.457, -0.771, 2.140], [0.792, 0.507, -2.065], [-1.821, -0.057, 2.178], [1.018, 1.674, 0.408], [2.063, 0.814, -0.657], [0.420, -2.108, 0.645], [-0.651, -2.914, 1.602], [-1.242, -1.798, 0.397], [1.402, 1.843, -3.769], [2.059, 0.213, -3.748], [0.272, 0.491, -4.099], [-0.016, -1.211, 3.054], [0.222, -0.146, 1.550], [0.388, -0.591, -1.983], [0.102, 1.202, -1.699], [-1.751, 1.085, 2.187], [-2.486, -0.323, 3.016], [1.457, 2.007, 1.306], [0.048, 1.696, 0.455], [-2.462, -0.479, 1.366]], "lowdin_charge": [-0.150, -0.221, -0.304, -0.493, -0.123, -0.198, 0.627, 0.069, 0.047, 0.060, 0.060, 0.061, 0.086, 0.113, 0.035, 0.098, 0.001, 0.082, 0.061, 0.041, -0.019, 0.068]}


Verdict on stability: a comes out on top.